# 1
A molecular structure, C3H4KO3 at a distorted geometry. Source: OMol25; level of theory: ωB97M-V with the def2-TZVPD basis set.

The geometry in XYZ format:
```
11
Properties=species:S:1:pos:R:3:mulliken_charge:R:1
C 0.68899 -1.03631 -2.02594 0.2404
O 1.36108 -0.23715 -2.59090 -0.3160
O 0.05179 0.97364 0.00963 -0.3517
O 0.89961 -1.51921 -0.81609 -0.2083
C -0.58213 0.00472 0.38351 0.0735
C -0.13700 -1.40472 0.14269 -0.3381
H -1.52293 0.11954 0.95441 0.3506
H -1.01560 -2.00817 -0.13575 0.3228
H 0.25292 -1.81126 1.08655 0.2855
K 0.36205 3.89691 0.51067 0.3390
H -0.35877 3.02201 2.48122 -0.3976
```

E_HOMO (spin up / spin down): -6.038 / -6.035 eV
Multiplicity: 2
⟨S²⟩: 0.753
Frontier orbital gap (spin up / spin down): 5.778 / 5.137 eV
Energy above the lowest of the compared OMol25 structures with the same formula, charge and spin: 359.0 kJ/mol
F_max: 0.037 hartree/bohr

# 2
A molecular structure, C5H6O2 at a distorted geometry. Source: OMol25; level of theory: ωB97M-V with the def2-TZVPD basis set.

The geometry in XYZ format:
```
13
Properties=species:S:1:pos:R:3:mulliken_charge:R:1
C 0.90131 -0.96026 0.05517 -0.6829
C 0.87616 0.49690 0.39495 -0.1531
O 0.59696 0.66788 -1.33529 -0.5408
C -0.15445 -0.47558 -0.95704 -0.1932
C -1.25050 0.13558 -0.04589 -0.1369
O -1.24042 -0.26886 1.31366 -0.4487
C -0.44307 0.85918 0.95368 -0.1626
H 1.82246 -1.26254 -0.44094 0.2847
H 0.59711 -1.64401 0.84476 0.2929
H 1.66267 1.17222 0.07900 0.4312
H -0.48428 -1.08014 -1.80287 0.4924
H -2.17981 0.53509 -0.43492 0.4162
H -0.70415 1.82455 1.37576 0.4006
```

E_HOMO: -9.504 eV
Frontier orbital gap: 10.447 eV
Energy above the lowest of the compared OMol25 structures with the same formula, charge and spin: 435.0 kJ/mol
F_max: 0.072 hartree/bohr

# 3
14 unconnected molecules or ions with the total composition C50H138N12O14 at a distorted geometry. Source: OMol25; level of theory: ωB97M-V with the def2-TZVPD basis set.

The geometry in XYZ format:
```
214
Properties=species:S:1:pos:R:3:mulliken_charge:R:1
C 17.10081 10.03075 12.72046 0.1900
O 17.85654 10.07006 11.68171 -0.6253
N 17.48832 9.45879 13.94265 -0.4573
N 15.85134 10.58246 12.65277 -0.0903
H 18.46068 9.44363 14.06722 0.3078
H 16.96013 9.78998 14.73230 0.2239
H 15.24829 10.46292 13.40329 0.1388
H 15.53593 10.78789 11.72857 0.1287
C 22.22886 16.16849 7.16848 -1.6918
C 21.13360 15.80691 8.14438 0.5741
C 19.88946 15.18393 7.61738 -0.2893
O 21.70459 15.02325 9.15147 -0.3194
H 22.44617 15.39319 6.48016 0.4175
H 22.99018 16.55992 7.78298 0.4184
H 21.86663 17.00037 6.56020 0.4393
H 20.82121 16.74559 8.68981 0.1636
H 19.29078 15.85365 6.96403 0.3959
H 19.21272 14.98049 8.41604 -0.3945
H 20.23595 14.30050 6.99265 0.2191
H 22.32691 14.35434 8.72548 0.2579
C 18.51489 20.57068 15.47872 -1.0459
C 18.43804 20.67741 13.94009 0.4301
C 19.84383 20.65785 13.31272 -1.3650
O 17.59447 19.69958 13.40068 -0.4131
H 17.67627 21.07155 15.92572 0.4049
H 19.40169 21.05542 15.83565 0.4268
H 18.59677 19.47710 15.85926 -0.0702
H 17.97923 21.62329 13.72251 0.3076
H 19.65923 20.60594 12.21099 0.4116
H 20.30746 19.65269 13.47245 0.2302
H 20.50761 21.47073 13.58006 0.4409
H 18.14379 19.13466 12.86564 0.0856
C 17.23080 17.86103 9.69256 -0.4191
C 15.85380 18.37772 10.22212 -0.2204
C 15.48386 17.80410 11.54048 0.0674
O 15.86034 19.82938 10.22238 -0.5873
H 17.97520 18.31738 10.37715 0.0677
H 17.47658 18.06689 8.66844 0.3785
H 17.22375 16.76168 9.78614 -0.0719
H 15.15062 18.07831 9.42395 0.3475
H 15.64482 16.73802 11.55715 0.0359
H 14.44506 17.94312 11.74014 0.3943
H 16.06567 18.26887 12.35765 -0.1051
H 16.49198 20.12077 10.84430 0.3744
C 19.35584 16.38425 17.56105 -0.6673
C 20.46130 17.28836 16.91655 0.3208
C 21.75847 17.01782 17.71114 -0.8478
O 21.48015 16.95907 19.09178 -0.3442
C 22.65207 16.65911 19.85670 -0.7139
N 20.56640 17.13863 15.44474 -0.0240
H 19.74035 15.36021 17.58122 0.4343
H 18.45828 16.31628 16.92027 -0.2427
H 19.10310 16.65209 18.59200 0.5652
H 20.32080 18.37260 17.06507 0.0566
H 22.53504 17.78493 17.45785 0.4659
H 22.07076 16.02647 17.35423 0.1344
H 22.44296 16.64230 20.95139 0.2644
H 23.33974 17.52168 19.70733 0.3061
H 23.05380 15.67544 19.60186 0.2797
H 19.68226 17.31589 15.03748 0.0309
H 20.84450 16.18366 15.12321 -0.0567
C 17.67449 13.68554 10.68788 -0.1492
C 18.76219 13.91420 11.72172 0.8111
C 18.34722 13.66561 13.15350 0.0092
O 17.13513 14.34540 13.48728 0.8142
C 17.43146 15.65962 13.96807 -0.3247
N 20.07219 13.30434 11.56412 0.6879
H 18.13880 13.68007 9.69876 0.0557
H 16.93965 14.45660 10.67756 -0.7102
H 17.20980 12.65732 10.78167 0.2012
H 19.01216 15.01665 11.78099 -0.1630
H 19.15398 13.97702 13.81514 -0.0849
H 18.09418 12.61763 13.39930 -0.6360
H 18.09422 15.64343 14.83480 0.1375
H 16.49020 16.12236 14.21736 -0.8234
H 17.84968 16.29020 13.25564 0.5302
H 20.00019 12.31602 11.43882 -0.4989
H 20.55153 13.73281 10.72764 -0.2348
C 12.96522 10.62791 15.55887 -1.3929
C 14.06336 10.65112 16.56090 1.8355
C 14.58213 9.30268 16.98713 -0.7404
O 13.72247 8.57710 17.80134 -0.4305
C 14.38829 7.38501 18.18215 -0.7494
N 15.22243 11.34670 16.04447 1.1490
H 13.36552 10.15796 14.62602 0.2655
H 12.60159 11.66659 15.29546 0.1902
H 12.11135 10.05583 15.90899 0.4790
H 13.76693 11.14986 17.49544 -0.9589
H 15.49438 9.55993 17.56812 0.2831
H 14.88797 8.68530 16.10702 0.5586
H 14.61452 6.62446 17.43427 0.3128
H 13.79656 6.90451 18.97454 0.3111
H 15.34089 7.60460 18.64995 0.2262
H 15.69825 11.70217 16.91026 -0.5048
H 15.01110 12.20513 15.58230 -0.5905
C 11.70283 13.99498 18.62151 -1.5849
C 13.21566 13.88987 19.16729 0.8598
C 14.17968 14.51944 18.20468 0.5039
O 15.51179 14.07747 18.47818 -0.2704
C 16.56234 14.58928 17.66594 -0.5439
N 13.47421 14.48714 20.44208 -0.6676
H 11.35745 14.99931 18.62107 0.4247
H 11.08267 13.36474 19.25596 0.4237
H 11.66746 13.52850 17.66114 0.2791
H 13.52512 12.81152 19.15661 -0.5496
H 14.10730 15.60830 18.39755 0.1849
H 13.96396 14.23088 17.16878 -0.4037
H 17.46908 14.63099 18.28942 0.2846
H 16.35012 15.61641 17.30349 0.2923
H 16.72609 13.96998 16.76268 0.2094
H 14.46065 14.40598 20.62314 0.2678
H 13.09247 15.42913 20.49037 0.3160
C 10.61242 13.23919 9.43656 -1.1432
C 11.95048 12.49279 9.47419 0.0731
C 13.02138 13.41096 8.84539 -0.1368
O 14.28789 12.87110 8.76618 -0.3334
C 15.29947 13.84231 8.57341 -0.2684
N 12.33514 12.23866 10.91042 -0.6465
H 10.61887 13.97907 10.24780 0.1837
H 9.82004 12.47723 9.65530 0.3209
H 10.35033 13.73147 8.46602 0.3393
H 11.84323 11.55750 8.96790 0.4133
H 13.10775 14.22548 9.58781 -0.0534
H 12.72254 13.84141 7.86901 0.2672
H 16.21013 13.20321 8.51084 0.0525
H 15.42123 14.57022 9.39471 0.1179
H 15.10138 14.42665 7.64638 0.4282
H 12.20345 13.12345 11.38404 0.2544
H 13.26206 11.89261 10.96395 0.2472
C 19.84640 11.27970 8.65384 -0.9956
C 21.05820 10.46042 9.16963 -0.0089
C 22.38558 11.20931 9.06962 -0.0117
O 23.44946 10.73023 9.85461 -0.2478
C 24.77300 10.63869 9.30828 -0.8606
N 20.81239 10.14320 10.55857 -0.0733
H 19.81812 12.28354 9.19526 -0.0914
H 18.94153 10.83683 8.95386 0.4757
H 19.78618 11.46155 7.56933 0.5053
H 21.10590 9.57315 8.51641 0.3119
H 22.18006 12.23781 9.39468 -0.4745
H 22.68846 11.33701 7.98860 0.4109
H 24.93580 10.21431 8.31308 0.3311
H 25.43527 10.08374 9.98354 0.2200
H 25.11340 11.69064 9.23886 0.3240
H 19.93257 9.70281 10.70909 0.1552
H 21.56429 9.55915 10.99976 0.1028
C 13.94964 14.30470 14.17877 0.4737
C 12.76493 15.17129 13.94897 -0.1635
C 13.13946 16.59275 14.19149 -0.1990
O 13.44990 16.78579 15.56777 -0.2452
C 14.31835 17.90001 15.70566 -0.4306
N 12.26241 15.03371 12.58396 -0.3857
H 14.40380 14.55309 15.13152 -0.6356
H 14.76706 14.60632 13.51083 -0.5732
H 13.81874 13.22243 14.05999 0.1781
H 11.93372 14.82931 14.57842 0.6323
H 12.30328 17.25333 13.97475 0.5728
H 13.99755 16.77271 13.51688 -0.2953
H 13.91062 18.86425 15.41161 0.3357
H 15.22436 17.65314 15.10360 -0.0690
H 14.61470 17.95544 16.77546 0.2268
H 11.35563 15.50031 12.47911 0.3217
H 12.86794 15.66469 11.99942 0.1192
C 23.14961 15.56726 12.89328 -1.3901
C 23.07305 14.44794 13.98255 0.7545
C 23.75128 14.79466 15.29611 -0.5937
O 25.11259 15.00402 15.14729 -0.4483
C 25.98418 13.85422 15.20597 -0.6398
N 21.64965 14.21709 14.19915 0.5591
H 22.66910 15.17829 11.98511 0.1940
H 24.16154 15.82608 12.60222 0.4221
H 22.57761 16.46286 13.20692 0.1507
H 23.60638 13.58306 13.55473 0.3395
H 23.59140 14.04103 16.08924 0.4924
H 23.31786 15.72448 15.64330 -0.1035
H 25.41307 12.96704 15.15495 0.2083
H 26.62515 13.77441 16.11474 0.2623
H 26.60062 13.85469 14.28826 0.3030
H 21.51391 13.39038 14.84524 -0.0215
H 21.19184 13.95498 13.34671 -0.3373
C 22.75960 10.03578 14.94778 -1.8149
C 21.92127 9.94730 13.68881 1.1837
C 21.88729 8.43268 13.23907 -1.1295
O 22.81678 8.05880 12.26590 -0.2333
C 22.87879 6.63874 12.32797 -0.9345
N 20.54737 10.46115 13.78891 0.0791
H 23.74828 9.76718 14.66070 0.4563
H 22.42167 9.30854 15.69997 0.3288
H 22.92492 10.98235 15.41734 0.4128
H 22.55774 10.44837 12.92989 -0.1371
H 20.88115 8.27157 12.87245 0.3446
H 22.00196 7.76105 14.09863 0.6069
H 23.19872 6.33460 13.28317 0.3821
H 23.61728 6.34642 11.57279 0.2419
H 21.93828 6.23335 12.09218 0.3898
H 20.41870 11.29197 14.38729 0.0212
H 20.21110 10.70110 12.84113 -0.3443
C 14.97819 10.86952 20.71455 -0.5732
C 16.55401 10.70696 21.05242 0.4983
C 17.45604 11.32238 19.97416 -0.5201
O 17.10506 10.66941 18.76249 -0.0532
C 18.19552 10.49602 17.88837 -0.9780
N 16.88292 11.24862 22.36530 -0.7580
H 14.71318 11.90648 20.45839 -0.1228
H 14.39122 10.51678 21.53325 0.5045
H 14.65814 10.35403 19.77496 -0.0274
H 16.80548 9.63562 21.10880 0.2949
H 18.51422 11.21051 20.27103 0.4371
H 17.31908 12.41307 19.87633 -0.1177
H 18.78052 11.37069 17.74515 0.5051
H 17.83644 10.12453 16.92667 -0.0407
H 18.85102 9.75399 18.33932 0.4475
H 16.42184 12.06135 22.66881 0.2256
H 16.67218 10.58323 23.06931 0.2550
```

E_HOMO: -8.731 eV
Frontier orbital gap: 9.240 eV
Energy above the lowest of the compared OMol25 structures with the same formula, charge and spin: 4.4 kJ/mol
F_max: 0.068 hartree/bohr

# 4
A molecular structure, CH2BrFO at a distorted geometry. Source: OMol25; level of theory: ωB97M-V with the def2-TZVPD basis set.

The geometry in XYZ format:
```
6
Properties=species:S:1:pos:R:3:mulliken_charge:R:1
C -0.02737 0.23889 0.10246 0.1393
O 0.26904 -0.43930 -1.03392 -0.3599
F 1.01750 0.52884 0.95216 -0.1957
Br -1.53937 -0.77089 0.99067 -0.1551
H -0.62150 1.53457 -0.09821 0.2532
H 0.90170 -1.09211 -0.91316 0.3182
```

E_HOMO: -10.511 eV
Frontier orbital gap: 11.135 eV
Energy above the lowest of the compared OMol25 structures with the same formula, charge and spin: 146.1 kJ/mol
F_max: 0.094 hartree/bohr